Entry 1:
C8H10ClFNS | ωB97M-V/def2-TZVPD

- Max |F|: 0.0348 hartree/bohr
- LUMO level (spin up / spin down): -3.7 / -4.5 eV
- Relative energy (zero: lowest compared OMol25 entry of this formula, charge and spin): 0.0 kcal per mole
- Net charge: +1
- Total energy: -1323.4022 a.u.

Geometry as XYZ:
```
22
Properties=species:S:1:pos:R:3:forces:R:3:mulliken_charge:R:1
C 0.656696 1.954415 1.402662 0.450 -0.351 0.068 -0.320
C 1.343980 0.953792 0.847069 -0.155 -0.012 0.021 -0.509
C -0.814076 3.886516 1.164296 -0.306 -0.206 -0.282 -0.608
C -0.538057 2.639790 0.951717 -0.687 -1.333 -0.587 0.346
C -0.839261 -1.166092 -0.212487 -0.940 -0.078 0.092 -0.526
C -1.413136 -0.985000 -1.598259 0.298 0.529 -0.290 -0.655
C 1.200654 0.276013 -0.503106 0.195 0.612 -0.004 -0.147
C 0.481368 1.016288 -1.579480 0.004 -0.165 -0.121 0.010
N 0.641220 -1.118839 -0.289932 0.383 -0.044 -0.034 -0.114
F -1.455561 1.759437 0.296189 0.775 1.363 0.863 -0.207
S -1.024407 0.663229 -2.311801 -0.123 -0.273 -0.160 -0.096
Cl 1.238888 2.469904 -2.076203 -0.113 -0.248 0.039 -0.121
H 1.032054 2.347505 2.338292 0.128 -0.027 0.046 0.391
H 2.214353 0.597726 1.382219 0.122 0.051 0.167 0.446
H -1.577924 4.582974 0.918060 -0.263 0.508 0.037 0.361
H -1.185518 -0.376172 0.457656 0.228 -0.137 -0.027 0.280
H -1.142500 -2.134522 0.195179 0.201 0.073 -0.044 0.395
H -1.044914 -1.747377 -2.288334 -0.070 -0.085 0.068 0.415
H -2.500752 -1.032955 -1.573411 0.060 -0.057 0.058 0.416
H 2.234538 0.136688 -0.859657 -0.182 -0.155 0.114 0.442
H 1.048835 -1.466464 0.585163 -0.054 -0.046 -0.235 0.411
H 0.943327 -1.730978 -1.057962 0.049 0.082 0.211 0.389
```
Positions in Å, forces in eV/Å.

Entry 2:
C2H10O4 | ωB97M-V/def2-TZVPD

- Max |F|: 0.1232 hartree/bohr
- LUMO level: 0.4 eV
- Relative energy (zero: lowest compared OMol25 entry of this formula, charge and spin): 37.4 kcal per mole
- Total energy: -383.0960 a.u.

Geometry as XYZ:
```
16
Properties=species:S:1:pos:R:3:forces:R:3:mulliken_charge:R:1
C -2.673355 -0.347604 -0.394614 -2.687 0.221 -0.770 -0.573
C -1.371652 -0.205687 -0.460180 1.335 -2.850 0.172 0.111
O -0.458168 -1.206507 -0.018766 -1.063 1.807 -0.710 -0.501
H -3.216786 0.571837 -0.823668 0.502 -1.823 0.723 0.193
H -3.267288 -1.315447 -0.187611 1.220 1.921 0.190 0.236
H -0.958248 0.529752 -1.101439 0.667 1.049 0.239 0.219
H 0.400509 -0.955285 -0.413752 -0.116 -0.468 0.258 0.342
O 2.056944 -1.092152 -1.336087 2.806 -5.580 -1.048 -0.682
H 2.464467 -0.296782 -1.140195 1.153 2.927 0.687 0.313
H 2.937208 -1.778666 -1.411989 -4.003 2.848 0.361 0.334
O 0.287045 0.207751 2.466833 0.541 -0.152 -0.782 -0.599
H -0.117558 0.456864 3.279859 -0.458 0.294 0.931 0.286
H -0.300057 -0.447052 2.070884 0.077 -0.037 -0.292 0.332
O 1.279093 1.649385 -0.376888 0.733 0.756 1.430 -0.611
H 1.476690 2.529534 -0.773369 -0.167 -0.949 0.760 0.289
H 1.461161 1.700064 0.620976 -0.540 0.036 -2.150 0.311
```
Positions in Å, forces in eV/Å.

Entry 3:
CH3AgClNO2 | ωB97M-V/def2-TZVPD

- Max |F|: 0.0436 hartree/bohr
- LUMO level (spin up / spin down): 0.0 / -5.0 eV
- Spin multiplicity: 3
- Total energy: -852.0563 a.u.

Geometry as XYZ:
```
9
Properties=species:S:1:pos:R:3:forces:R:3:lowdin_spin:R:1
Ag 12.965060 6.451460 10.345670 0.016 0.148 -0.029 0.891
Cl 12.567680 3.865010 10.662940 -0.002 -0.164 0.053 1.066
C 11.055850 2.448250 7.924110 -1.354 0.835 1.074 0.020
N 12.171570 1.555840 7.549770 -0.115 0.053 -2.239 0.001
O 12.535790 1.676410 6.368640 -0.177 -0.173 1.621 0.003
O 12.611280 0.758810 8.341870 -0.070 0.308 0.136 0.002
H 11.385650 3.477900 8.062490 0.528 -0.157 -0.163 0.014
H 10.560540 2.151320 8.848550 0.567 -0.388 0.098 0.003
H 10.242020 2.513160 7.201910 0.608 -0.461 -0.551 0.001
```
Positions in Å, forces in eV/Å.